A cluster of 6 separate species, CH14O6 in total. Source: the OMol25 dataset; level of theory: ωB97M-V with the def2-TZVPD basis set.

Element x y z (Å)
C (-2.024, 1.127, -0.041)
O (-0.611, 1.322, -0.199)
H (-2.227, 0.091, 0.227)
H (-2.575, 1.404, -0.940)
H (-2.347, 1.767, 0.780)
H (-0.410, 1.162, -1.130)
H (1.950, -3.289, -2.328)
H (1.204, -2.387, -1.315)
O (1.582, -2.409, -2.210)
H (0.564, -1.617, 1.127)
H (-0.469, -1.826, 0.050)
O (0.422, -2.099, 0.298)
H (1.227, -0.773, 3.131)
H (0.641, 0.324, 2.238)
O (0.411, -0.487, 2.711)
H (1.060, -0.659, -2.737)
H (1.096, 0.796, -3.171)
O (0.551, 0.167, -2.679)
H (-0.475, 1.887, 2.329)
H (0.182, 2.974, 1.504)
O (0.249, 2.525, 2.355)

Relative energy (zero: lowest compared OMol25 entry of this formula, charge and spin) = 6.52 kcal per mole
SMILES = CO.O.O.O.O.O
LUMO = 0.626 eV
Multiplicity = 1